{
  "formula": "C66H165N11O22",
  "method": "the ωB97M-V functional and the def2-TZVPD basis",
  "fmax_ha_per_bohr": 0.065,
  "smiles": "COCCNCCOC.COCCNCCOC.COCCNCCOC.COCCNCCOC.COCCNCCOC.COCCNCCOC.COCCNCCOC.COCCNCCOC.COCCNCCOC.COCCNCCOC.COCCNCCOC",
  "homo_lumo_gap_ha": 0.3146,
  "de_lowest_kj_mol": 691.6,
  "lumo_energy_ev": 0.12,
  "symbols": ["C", "O", "C", "C", "N", "C", "C", "O", "C", "H", "H", "H", "H", "H", "H", "H", "H", "H", "H", "H", "H", "H", "H", "H", "C", "O", "C", "C", "N", "C", "C", "O", "C", "H", "H", "H", "H", "H", "H", "H", "H", "H", "H", "H", "H", "H", "H", "H", "C", "O", "C", "C", "N", "C", "C", "O", "C", "H", "H", "H", "H", "H", "H", "H", "H", "H", "H", "H", "H", "H", "H", "H", "C", "O", "C", "C", "N", "C", "C", "O", "C", "H", "H", "H", "H", "H", "H", "H", "H", "H", "H", "H", "H", "H", "H", "H", "C", "O", "C", "C", "N", "C", "C", "O", "C", "H", "H", "H", "H", "H", "H", "H", "H", "H", "H", "H", "H", "H", "H", "H", "C", "O", "C", "C", "N", "C", "C", "O", "C", "H", "H", "H", "H", "H", "H", "H", "H", "H", "H", "H", "H", "H", "H", "H", "C", "O", "C", "C", "N", "C", "C", "O", "C", "H", "H", "H", "H", "H", "H", "H", "H", "H", "H", "H", "H", "H", "H", "H", "C", "O", "C", "C", "N", "C", "C", "O", "C", "H", "H", "H", "H", "H", "H", "H", "H", "H", "H", "H", "H", "H", "H", "H", "C", "O", "C", "C", "N", "C", "C", "O", "C", "H", "H", "H", "H", "H", "H", "H", "H", "H", "H", "H", "H", "H", "H", "H", "C", "O", "C", "C", "N", "C", "C", "O", "C", "H", "H", "H", "H", "H", "H", "H", "H", "H", "H", "H", "H", "H", "H", "H", "C", "O", "C", "C", "N", "C", "C", "O", "C", "H", "H", "H", "H", "H", "H", "H", "H", "H", "H", "H", "H", "H", "H", "H"],
  "coordinates": [[5.18, -12.37, -4.94], [5.02, -11.30, -5.89], [3.75, -10.76, -5.93], [3.71, -9.38, -6.63], [2.53, -8.55, -6.16], [2.42, -7.27, -6.76], [1.12, -6.57, -6.30], [0.03, -7.14, -7.02], [-1.24, -6.67, -6.67], [4.72, -12.27, -3.96], [6.26, -12.47, -4.79], [4.93, -13.35, -5.35], [3.33, -10.73, -4.92], [3.09, -11.44, -6.47], [3.84, -9.69, -7.67], [4.62, -8.83, -6.38], [1.69, -9.07, -6.38], [2.41, -7.40, -7.85], [3.29, -6.68, -6.50], [1.03, -5.49, -6.42], [0.95, -6.76, -5.24], [-1.97, -7.17, -7.30], [-1.36, -5.60, -6.87], [-1.52, -6.87, -5.64], [-14.38, 6.67, -4.38], [-13.02, 6.89, -4.23], [-12.16, 6.49, -5.34], [-10.76, 6.72, -4.85], [-10.38, 5.76, -3.81], [-9.08, 6.29, -3.25], [-8.82, 5.83, -1.80], [-9.83, 6.43, -1.00], [-9.83, 5.98, 0.34], [-14.71, 6.93, -5.38], [-14.88, 7.30, -3.64], [-14.69, 5.65, -4.15], [-12.37, 7.06, -6.24], [-12.43, 5.46, -5.59], [-10.68, 7.75, -4.49], [-10.08, 6.76, -5.70], [-10.98, 5.85, -3.00], [-9.14, 7.37, -3.08], [-8.20, 6.12, -3.86], [-7.81, 6.10, -1.50], [-8.74, 4.75, -1.70], [-10.28, 4.99, 0.45], [-10.30, 6.72, 1.00], [-8.82, 5.85, 0.72], [-9.12, -6.30, -3.15], [-8.80, -5.68, -1.91], [-9.91, -5.88, -0.96], [-9.68, -4.87, 0.19], [-8.68, -5.30, 1.14], [-8.29, -4.22, 2.07], [-9.50, -3.52, 2.72], [-10.22, -2.55, 1.89], [-9.46, -1.43, 1.57], [-9.97, -5.78, -3.59], [-9.24, -7.39, -3.09], [-8.33, -6.08, -3.86], [-9.78, -6.90, -0.60], [-10.90, -5.84, -1.43], [-10.63, -4.72, 0.70], [-9.49, -3.91, -0.29], [-7.87, -5.65, 0.65], [-7.50, -3.53, 1.75], [-7.74, -4.67, 2.90], [-9.16, -3.04, 3.63], [-10.22, -4.26, 3.07], [-8.59, -1.68, 0.95], [-9.26, -0.78, 2.42], [-10.12, -0.86, 0.92], [11.29, 4.62, 1.13], [10.13, 4.63, 1.98], [9.76, 3.31, 2.36], [8.67, 3.36, 3.47], [8.54, 2.10, 4.21], [7.52, 2.22, 5.24], [6.15, 2.52, 4.75], [5.96, 3.90, 4.45], [4.62, 4.35, 4.20], [11.59, 5.63, 0.84], [11.01, 4.14, 0.19], [12.12, 4.17, 1.66], [10.69, 2.88, 2.74], [9.53, 2.65, 1.52], [7.73, 3.69, 3.04], [8.90, 4.18, 4.15], [9.39, 1.69, 4.59], [7.86, 2.89, 6.03], [7.52, 1.22, 5.69], [5.43, 2.40, 5.57], [5.77, 1.90, 3.94], [4.10, 4.22, 5.15], [4.18, 3.78, 3.38], [4.67, 5.40, 3.89], [1.25, 2.13, -7.13], [2.41, 1.45, -6.80], [3.57, 2.25, -6.84], [3.62, 3.47, -5.86], [4.36, 4.59, -6.48], [4.41, 5.77, -5.65], [5.18, 5.63, -4.32], [5.31, 6.87, -3.58], [5.58, 6.64, -2.20], [1.30, 2.40, -8.19], [0.93, 2.95, -6.50], [0.43, 1.40, -7.07], [3.65, 2.68, -7.85], [4.50, 1.71, -6.65], [4.15, 3.10, -4.99], [2.62, 3.79, -5.56], [3.99, 4.81, -7.39], [3.41, 6.15, -5.42], [4.84, 6.53, -6.30], [6.18, 5.19, -4.42], [4.61, 4.95, -3.70], [6.52, 6.10, -2.09], [4.71, 6.11, -1.80], [5.72, 7.58, -1.69], [-4.61, -1.07, -2.65], [-3.80, 0.09, -2.85], [-4.53, 1.22, -3.35], [-3.65, 2.42, -3.59], [-3.28, 3.01, -2.35], [-2.13, 3.86, -2.48], [-2.27, 5.07, -3.39], [-1.99, 4.67, -4.68], [-2.13, 5.66, -5.70], [-4.05, -1.87, -2.18], [-5.06, -1.44, -3.58], [-5.39, -0.75, -1.96], [-5.39, 1.39, -2.70], [-5.05, 0.90, -4.26], [-4.25, 3.10, -4.20], [-2.79, 2.13, -4.18], [-3.06, 2.37, -1.61], [-1.22, 3.39, -2.88], [-1.87, 4.19, -1.48], [-1.42, 5.73, -3.23], [-3.26, 5.52, -3.31], [-3.03, 6.20, -5.42], [-2.27, 5.26, -6.70], [-1.28, 6.34, -5.75], [0.24, 4.15, 12.60], [0.24, 2.72, 12.45], [-1.08, 2.14, 12.48], [-1.08, 0.61, 12.32], [-0.81, 0.21, 10.91], [-0.51, -1.22, 10.84], [-0.10, -1.65, 9.36], [1.16, -1.06, 8.97], [1.60, -1.52, 7.71], [-0.19, 4.49, 13.54], [-0.27, 4.59, 11.74], [1.29, 4.42, 12.68], [-1.76, 2.69, 11.83], [-1.40, 2.33, 13.51], [-2.01, 0.17, 12.69], [-0.26, 0.23, 12.92], [0.06, 0.69, 10.74], [-1.33, -1.80, 11.27], [0.30, -1.50, 11.52], [-0.94, -1.43, 8.70], [-0.03, -2.73, 9.36], [2.38, -0.86, 7.32], [0.81, -1.43, 6.96], [2.04, -2.51, 7.79], [4.70, 1.38, -0.70], [3.34, 1.21, -0.97], [3.03, -0.11, -1.47], [1.54, -0.32, -1.60], [0.65, -0.59, -0.43], [0.88, 0.40, 0.62], [-0.11, 0.39, 1.80], [-1.28, 1.02, 1.36], [-2.39, 0.85, 2.21], [5.28, 1.16, -1.60], [5.03, 0.84, 0.19], [4.92, 2.42, -0.45], [3.50, -0.86, -0.84], [3.47, -0.22, -2.46], [1.38, -1.11, -2.34], [1.27, 0.57, -2.18], [-0.26, -0.51, -0.87], [1.07, 1.37, 0.16], [1.89, 0.13, 0.93], [0.30, 0.85, 2.70], [-0.36, -0.63, 2.06], [-3.13, 1.58, 1.90], [-2.04, 1.00, 3.23], [-2.83, -0.13, 2.03], [-0.77, -8.79, 5.36], [-0.36, -7.90, 4.30], [-1.48, -7.23, 3.75], [-1.07, -6.45, 2.49], [-0.33, -7.30, 1.59], [0.54, -6.59, 0.64], [1.43, -7.66, -0.02], [2.24, -8.33, 0.95], [3.14, -9.34, 0.44], [-1.47, -9.57, 5.05], [-1.37, -8.38, 6.17], [0.15, -9.24, 5.73], [-1.85, -6.43, 4.39], [-2.34, -7.85, 3.54], [-0.60, -5.50, 2.73], [-1.98, -6.15, 1.97], [0.35, -7.95, 1.95], [1.15, -5.89, 1.22], [0.07, -5.98, -0.13], [2.05, -7.28, -0.84], [0.81, -8.42, -0.49], [2.55, -10.22, 0.15], [3.78, -9.62, 1.27], [3.78, -8.98, -0.37], [-1.66, 6.05, 6.44], [-1.71, 7.08, 5.50], [-2.33, 6.64, 4.31], [-2.74, 7.79, 3.31], [-1.71, 8.84, 3.18], [-0.68, 8.47, 2.18], [0.50, 9.45, 2.28], [1.19, 9.18, 3.47], [2.36, 9.93, 3.66], [-2.63, 5.64, 6.72], [-1.22, 6.48, 7.34], [-0.93, 5.30, 6.14], [-3.23, 6.08, 4.57], [-1.60, 5.96, 3.89], [-3.64, 8.26, 3.71], [-2.96, 7.46, 2.29], [-1.32, 8.66, 4.09], [-1.05, 8.31, 1.17], [-0.15, 7.55, 2.45], [0.19, 10.49, 2.24], [1.13, 9.34, 1.39], [2.33, 10.95, 3.28], [3.24, 9.47, 3.21], [2.50, 9.99, 4.74], [8.56, -3.05, -4.78], [7.99, -4.17, -5.42], [8.66, -5.44, -5.32], [8.43, -6.02, -3.96], [9.43, -5.49, -2.99], [8.94, -5.81, -1.63], [7.92, -4.79, -1.13], [7.72, -4.99, 0.28], [6.78, -4.11, 0.81], [9.65, -3.06, -4.71], [8.24, -3.04, -3.74], [8.31, -2.15, -5.34], [9.73, -5.31, -5.40], [8.27, -6.01, -6.16], [8.62, -7.09, -4.07], [7.40, -5.81, -3.67], [10.32, -5.96, -3.11], [9.72, -6.08, -0.92], [8.40, -6.75, -1.71], [7.04, -4.81, -1.77], [8.31, -3.81, -1.41], [5.75, -4.24, 0.46], [7.02, -3.07, 0.60], [6.60, -4.21, 1.88]]
}